(1)
Computed, not measured: one molecule with the formula C5H9N at a distorted geometry, with the ωB97M-V functional and the def2-TZVPD basis.

Structure (XYZ):
```
15
Properties=species:S:1:pos:R:3:forces:R:3:nbo_charge:R:1
N 1.80417 -0.99660 0.30663 0.65 0.40 2.36 -0.439
C 0.07165 0.51920 -0.39989 1.46 1.98 -1.75 -0.484
C 0.88804 -0.63127 -0.63444 -0.94 -0.32 1.40 0.029
C 1.96305 -0.37628 1.47358 -0.08 -1.53 -2.82 -0.089
C -1.62332 0.14495 -0.25737 -1.70 -2.76 2.18 -0.445
C -2.74912 0.98557 -0.44582 2.15 2.98 1.98 -0.383
H -1.29338 -0.50082 0.75246 -2.08 1.81 -2.37 0.234
H 1.37202 0.47802 1.78368 -0.12 -0.01 0.16 0.155
H -1.66358 -0.41352 -1.15446 0.37 -1.54 -0.50 0.199
H 0.59365 -1.52009 -1.36146 0.68 2.51 1.17 0.211
H 0.04676 1.10559 -1.26997 -0.88 0.19 -1.99 0.237
H 0.10121 1.42479 0.25180 1.26 -1.57 0.85 0.244
H -2.96019 1.88659 0.22864 -0.06 -1.67 -0.22 0.170
H 2.78851 -0.73958 2.07591 -0.16 0.15 0.13 0.184
H -2.80513 1.39757 -1.44427 -0.53 -0.62 -0.58 0.176
```
Positions in Å, forces in eV/Å.

Computed properties:
Kohn-Sham gap, eV: 5.32
Charge: 0

---

(2)
Computed, not measured: one molecule with the formula C5H5NOS at a distorted geometry, with the ωB97M-V functional and the def2-TZVPD basis.

Structure (XYZ):
```
13
Properties=species:S:1:pos:R:3:forces:R:3:nbo_charge:R:1
S -0.73828 0.67644 -0.91991 0.93 -1.07 -0.05 0.158
O -1.66947 2.98739 0.64083 -0.21 0.10 1.65 -0.512
N -1.14074 2.00126 1.44162 0.43 -0.23 0.51 -0.100
C 0.05312 -0.19308 1.45417 0.86 -0.35 0.41 -0.199
C 0.90360 -1.50704 -1.79893 -1.83 0.98 -1.81 -0.379
C 0.67247 -1.01379 0.57346 0.15 0.81 1.65 -0.223
C -0.65480 0.98391 0.86248 0.07 -1.46 -0.83 0.029
C 0.42680 -0.77669 -0.78909 -1.04 1.22 -1.74 -0.122
H 1.40414 -1.79485 0.77104 -0.45 0.02 0.58 0.233
H -1.55106 2.71824 -0.25107 0.15 -0.23 -1.78 0.447
H 0.47013 -1.41931 -2.84384 0.87 0.18 1.38 0.217
H 1.62750 -2.27073 -1.66335 0.40 -0.61 0.38 0.212
H 0.19659 -0.39174 2.52259 -0.34 0.65 -0.36 0.240
```
Positions in Å, forces in eV/Å.

Computed properties:
SMILES: C=C1C=C/C(=N/O)S1
Kohn-Sham gap, eV: 8.37
Charge: 0

---

(3)
Computed, not measured: one molecule with the formula C4H5NO, with the ωB97M-V functional and the def2-TZVPD basis.

Structure (XYZ):
```
11
Properties=species:S:1:pos:R:3:forces:R:3:nbo_charge:R:1
O -1.20678 -1.07325 -0.93214 0.22 -0.02 0.07 -0.450
N 0.98118 0.46437 0.61036 0.06 -0.17 -0.15 -0.486
C 1.56051 -0.27295 -0.28328 -0.02 0.20 0.34 0.020
C -1.17819 -0.86087 0.68925 -0.24 0.23 -0.03 -0.296
C -0.39452 -0.10813 -1.07655 -0.07 -0.02 -0.17 0.352
C -0.44076 0.47490 0.31213 0.06 0.13 0.00 -0.229
H -0.13283 0.27780 -2.06257 -0.01 -0.03 0.17 0.196
H -2.24260 -0.61713 0.85215 0.17 -0.07 -0.01 0.127
H 1.37894 0.84103 1.46885 -0.01 -0.12 -0.09 0.399
H -0.92496 1.44289 0.47852 0.02 -0.14 -0.01 0.212
H 2.62958 -0.46047 -0.08958 -0.19 0.02 -0.12 0.155
```
Positions in Å, forces in eV/Å.

Computed properties:
Kohn-Sham gap, eV: 7.85
Charge: 0

---

Sequential HOMO level output: -7.02; -8.61; -7.26 eV
Sequential LUMO output: -1.70; -0.24; 0.58 eV